# C23H31F5O23

A cluster of 9 separate species, C23H31F5O23 in total (ωB97M-V/def2-TZVPD, the OMol25 dataset).

Each line ends with the Löwdin charge.
Cartesian coordinates (Å):
O (4.87143, 1.65702, -5.33084)  0.20
C (3.84328, 1.64622, -4.75210)  -0.54
O (2.76653, 0.88730, -5.08534)  0.08
C (1.64682, 1.21403, -4.34434)  -0.09
C (2.23711, 2.03083, -3.19966)  -0.31
F (2.43635, 1.14170, -2.20857)  0.06
O (3.48397, 2.42722, -3.72335)  0.14
H (1.12297, 2.01574, -4.86486)  0.14
H (1.10299, 0.34782, -3.96747)  0.14
H (1.67083, 2.86613, -2.78769)  0.17
O (-6.30695, 1.99058, 0.49035)  0.06
C (-5.27244, 2.32596, -0.24300)  -0.43
O (-4.16267, 1.57940, -0.40961)  0.02
C (-3.15067, 2.21617, -1.15485)  -0.06
C (-4.03867, 3.13689, -1.97290)  -0.28
F (-4.35944, 2.65435, -3.17207)  0.10
O (-5.21907, 3.36809, -1.11264)  0.14
H (-2.57152, 2.88176, -0.51480)  0.14
H (-2.36287, 1.65158, -1.65356)  0.15
H (-3.57901, 4.07324, -2.28920)  0.17
O (3.01081, 2.13481, 5.19944)  0.17
C (2.28448, 1.18633, 5.01484)  -0.49
O (2.08067, 0.52768, 3.78413)  0.05
C (0.96229, -0.25426, 3.93751)  -0.10
C (0.94629, -0.53137, 5.42853)  -0.33
F (1.71609, -1.55106, 5.70189)  0.12
O (1.51566, 0.64281, 5.91681)  0.18
H (0.05397, 0.28144, 3.66170)  0.13
H (1.06635, -1.12641, 3.29204)  0.14
H (-0.01971, -0.76742, 5.87487)  0.18
O (3.57479, -2.73249, -2.49719)  0.15
C (2.42989, -3.14317, -2.62714)  -0.51
O (1.29379, -2.39498, -2.71493)  0.06
C (0.24430, -3.31081, -2.91918)  -0.07
C (0.76664, -4.61571, -2.25675)  -0.35
F (0.11399, -5.56482, -2.87716)  0.12
O (2.09409, -4.43606, -2.55669)  0.14
H (-0.63566, -2.98836, -2.36259)  0.12
H (-0.08535, -3.41492, -3.95290)  0.14
H (0.55216, -4.61460, -1.18806)  0.18
O (4.49897, -0.05960, 0.42969)  0.14
C (4.08649, -1.18699, 0.70967)  -0.48
O (2.90767, -1.44784, 1.28176)  0.07
C (2.92854, -2.80126, 1.64056)  -0.07
C (4.09470, -3.41586, 0.85040)  -0.27
F (3.53830, -4.17797, -0.19100)  0.04
O (4.76430, -2.32448, 0.34782)  0.15
H (3.24820, -2.97297, 2.66840)  0.13
H (1.94293, -3.25393, 1.53207)  0.15
H (4.77290, -4.00115, 1.47135)  0.17
O (-0.40695, 2.80105, 2.04177)  0.12
C (0.76824, 3.02342, 1.92270)  -0.61
O (1.38397, 4.14733, 2.37409)  0.07
C (2.80071, 4.03160, 2.32055)  -0.11
C (2.97835, 2.64155, 1.73870)  -0.08
O (1.63386, 2.20114, 1.46587)  0.08
H (3.37267, 4.76775, 1.75571)  0.13
H (3.15539, 4.05947, 3.35086)  0.12
H (3.50017, 1.99987, 2.44867)  0.12
H (3.53577, 2.76830, 0.81063)  0.13
O (-6.19742, 0.14775, -3.75102)  0.14
C (-5.63250, -0.46491, -2.86811)  -0.51
O (-4.31080, -0.69832, -2.89233)  0.05
C (-4.03035, -1.61348, -1.88889)  -0.14
C (-5.20377, -1.44061, -0.88742)  -0.12
O (-6.24505, -1.08779, -1.77443)  0.06
H (-3.99989, -2.57688, -2.39783)  0.13
H (-3.03433, -1.49503, -1.46226)  0.11
H (-4.99256, -0.78806, -0.04026)  0.12
H (-5.45154, -2.43243, -0.50925)  0.13
C (-0.16181, -0.10669, -0.07089)  -0.15
O (-0.95945, -1.17612, 0.29265)  -0.14
H (0.09342, -0.16947, -1.12872)  0.07
H (-0.59831, 0.81844, 0.30554)  0.07
H (0.76079, -0.31874, 0.46942)  0.07
H (-1.46597, -1.05808, 1.09956)  0.02
C (-2.73398, 0.73462, 2.70414)  -0.11
O (-2.33173, -0.63991, 2.68261)  -0.14
H (-2.10710, 1.28457, 3.40605)  0.07
H (-2.60614, 1.17673, 1.71606)  0.06
H (-3.77995, 0.78457, 3.00670)  0.09
H (-2.64090, -1.11813, 3.45547)  0.09

Output
structure (SMILES): O=C1OC[C@@H](F)O1.O=C1OC[C@@H](F)O1.O=C1OC[C@@H](F)O1.O=C1OC[C@@H](F)O1.O=C1OC[C@@H](F)O1.O=C1OCCO1.O=C1OCCO1.CO.CO
multiplicity: 1
lowest unoccupied orbital energy: -0.2 eV

---

# C42H48N8O7PReS

A structure of composition C42H48N8O7PReS (ωB97M-V/def2-TZVPD, the OMol25 dataset).

Each line ends with the Löwdin spin population.
Cartesian coordinates (Å):
Re (12.75710, 13.94438, 9.90693)  2.43
O (18.76943, 14.69023, 14.54977)  0.00
N (17.60475, 14.73334, 14.71761)  0.00
O (16.98346, 14.89846, 15.74078)  0.00
C (16.76033, 14.41400, 13.46531)  0.00
C (17.53574, 14.30712, 12.38232)  0.00
C (16.96040, 13.99528, 11.07464)  0.00
C (17.68784, 13.72499, 9.91349)  0.02
C (17.00368, 13.47015, 8.73762)  0.00
C (15.62734, 13.48143, 8.71134)  0.01
N (14.94399, 13.66020, 9.83823)  0.00
C (15.56995, 13.88993, 10.99214)  0.01
C (14.80042, 14.05861, 12.16399)  0.00
N (13.42232, 14.09639, 11.96075)  0.01
C (12.63816, 14.22090, 13.07440)  0.03
C (13.16842, 14.37097, 14.33273)  0.00
C (14.47407, 14.35052, 14.55471)  0.02
C (15.37314, 14.26467, 13.42974)  0.00
H (18.56417, 14.54364, 12.43672)  0.00
H (18.79898, 13.76228, 9.95957)  0.00
H (17.58061, 13.32158, 7.81996)  0.00
H (15.06704, 13.37954, 7.78204)  0.00
H (11.59322, 14.30299, 12.92211)  0.00
H (12.50753, 14.44163, 15.21855)  0.00
H (14.93872, 14.36182, 15.54090)  0.00
C (10.51465, 17.26193, 13.27142)  0.00
C (9.70534, 18.19805, 12.25440)  0.00
C (10.59439, 18.64477, 11.09353)  0.00
N (11.36799, 17.52889, 10.56233)  0.01
C (12.24632, 17.45022, 9.57021)  0.02
S (13.41960, 16.20763, 9.51774)  0.11
N (12.34974, 18.40914, 8.63105)  0.01
C (11.16170, 18.95184, 7.94287)  0.00
O (10.14541, 18.42405, 8.26503)  0.00
C (11.46717, 20.04306, 6.97339)  0.00
C (12.74039, 20.37258, 6.42562)  0.00
C (12.82275, 21.39359, 5.49896)  0.00
C (11.60305, 22.01522, 5.14228)  0.00
C (10.36975, 21.72643, 5.76516)  0.00
C (10.29190, 20.70594, 6.66390)  0.00
H (10.01400, 17.21217, 14.23436)  0.00
H (11.45416, 17.82138, 13.56942)  0.00
H (10.67489, 16.19453, 12.95593)  0.00
H (9.39506, 19.12893, 12.75214)  0.00
H (8.81548, 17.67081, 11.85911)  0.00
H (11.37072, 19.41422, 11.41142)  0.00
H (10.02430, 19.19579, 10.30204)  0.00
H (11.31775, 16.70673, 11.16257)  0.00
H (13.19562, 18.31600, 8.06329)  0.00
H (13.64195, 19.80087, 6.62049)  0.00
H (13.70704, 21.58651, 4.95903)  0.00
H (11.68325, 22.72367, 4.32246)  0.00
H (9.51343, 22.27436, 5.44731)  0.00
H (9.36085, 20.38140, 7.17324)  0.00
C (8.71063, 15.32128, 9.08695)  0.00
C (10.05716, 15.07974, 9.14169)  0.02
N (10.68661, 14.22821, 9.96509)  0.01
C (9.92676, 13.60280, 10.92044)  0.02
C (8.58617, 13.90432, 11.06744)  0.00
C (7.93929, 14.77010, 10.10629)  0.02
C (7.71864, 13.39290, 12.21870)  0.00
C (7.54176, 12.10142, 12.53375)  0.00
C (8.13944, 10.88981, 12.01591)  0.00
C (7.96111, 9.71521, 12.72506)  0.00
C (8.73234, 8.63029, 12.38492)  0.00
N (9.54614, 8.64733, 11.36172)  0.00
C (9.44171, 9.74473, 10.60862)  0.00
N (8.79181, 10.85621, 10.85335)  0.00
H (8.24380, 16.03700, 8.47181)  0.00
H (10.64241, 15.70639, 8.50091)  0.00
H (10.40570, 12.85708, 11.57850)  0.00
H (6.92543, 15.00726, 10.23623)  0.00
H (7.18486, 14.18806, 12.69221)  0.00
H (6.89532, 11.82061, 13.32815)  0.00
H (7.34276, 9.62410, 13.62361)  0.00
H (8.73713, 7.78056, 13.01074)  0.00
H (10.13210, 9.69790, 9.80466)  0.00
C (10.78548, 11.22290, 5.65096)  0.00
C (9.86950, 11.22618, 6.83982)  0.00
C (9.10887, 9.91413, 7.09675)  0.00
C (9.00837, 12.45446, 6.92242)  0.00
O (10.74551, 11.29375, 8.14080)  0.01
P (12.10993, 11.75847, 8.52666)  0.01
O (12.22315, 11.97023, 10.09134)  0.08
O (12.49354, 13.24879, 8.07897)  0.13
O (13.15548, 10.83997, 7.87443)  0.00
C (13.80172, 9.59921, 8.35634)  0.00
C (12.74612, 8.80154, 9.09899)  0.00
C (14.91464, 10.06171, 9.27547)  0.00
C (14.32749, 8.89133, 7.13404)  0.00
H (10.17433, 11.17841, 4.76897)  0.00
H (11.47535, 10.37428, 5.72753)  0.00
H (11.25014, 12.24386, 5.55966)  0.00
H (8.38296, 9.79709, 6.33209)  0.00
H (8.49870, 9.91383, 7.99701)  0.00
H (9.80896, 9.07727, 7.19869)  0.00
H (8.31508, 12.54230, 6.05044)  0.00
H (9.52398, 13.48469, 6.85334)  0.00
H (8.36804, 12.55472, 7.78830)  0.00
H (12.47820, 9.21514, 10.06304)  0.00
H (13.14476, 7.78840, 9.39455)  0.00
H (11.88105, 8.62070, 8.47085)  0.00
H (14.60677, 10.67585, 10.10809)  0.00
H (15.69552, 10.68525, 8.81207)  0.00
H (15.47615, 9.24164, 9.70207)  0.00
H (13.53854, 8.94977, 6.46440)  0.00
H (14.66171, 7.94532, 7.49914)  0.00
H (15.19275, 9.45696, 6.67125)  0.00

Output
total charge: +3
multiplicity: 4
lowest unoccupied orbital energy (spin up / spin down): -8.5 / -9.7 eV

---

# C23H27ClN2O3

An isolated molecule of C23H27ClN2O3 (ωB97M-V/def2-TZVPD, the OMol25 dataset).

Each line ends with the natural charge from an NBO analysis.
Cartesian coordinates (Å):
C (4.47445, -2.11386, -1.37970)  -0.63
C (3.50811, -1.58813, -2.43057)  -0.07
O (2.23006, -1.29328, -1.86149)  -0.51
C (2.07389, -0.10073, -1.29590)  0.83
O (2.93801, 0.73498, -1.22302)  -0.62
C (0.64812, 0.11507, -0.78591)  -0.13
C (-0.06193, 0.94166, -1.89088)  -0.43
C (0.05567, 0.29663, -3.24239)  -0.04
C (1.13984, 0.58277, -4.06479)  -0.15
C (1.29201, -0.04230, -5.28811)  -0.24
C (0.34305, -0.96314, -5.70205)  -0.04
Cl (0.52984, -1.75737, -7.22713)  0.01
C (-0.75701, -1.24723, -4.91078)  -0.23
C (-0.89380, -0.61472, -3.68807)  -0.20
C (0.73674, 0.91483, 0.52377)  -0.39
C (-0.62439, 1.03822, 1.21173)  -0.20
N (-1.18285, -0.27136, 1.44902)  -0.45
C (-1.34344, -0.90091, 2.63830)  0.69
O (-1.73123, -2.05285, 2.69978)  -0.63
C (-1.09087, -0.09973, 3.90471)  -0.48
C (-2.30154, 0.79569, 4.21901)  -0.42
C (-2.05230, 1.56147, 5.48410)  0.03
C (-1.49952, 2.83687, 5.46054)  -0.27
C (-1.25334, 3.48242, 6.66162)  0.05
N (-1.51363, 2.94913, 7.84219)  -0.42
C (-2.03760, 1.73547, 7.86790)  0.04
C (-2.32344, 1.00230, 6.72804)  -0.26
C (-1.37731, -1.02353, 0.22505)  -0.23
C (-0.05021, -1.22013, -0.50720)  -0.41
H (5.41187, -2.39096, -1.85284)  0.22
H (4.05435, -2.98633, -0.88525)  0.21
H (4.66932, -1.34425, -0.63681)  0.22
H (3.90642, -0.67944, -2.89275)  0.20
H (3.30691, -2.33870, -3.19728)  0.19
H (0.40453, 1.92852, -1.92011)  0.23
H (-1.11367, 1.06352, -1.63348)  0.22
H (1.87795, 1.30319, -3.74336)  0.22
H (2.13830, 0.18205, -5.91828)  0.23
H (-1.49727, -1.95569, -5.24781)  0.23
H (-1.75973, -0.83204, -3.07993)  0.21
H (1.14980, 1.90444, 0.32706)  0.23
H (1.42263, 0.39702, 1.19883)  0.21
H (-1.31772, 1.59960, 0.57427)  0.19
H (-0.50901, 1.58837, 2.14265)  0.21
H (-0.17823, 0.49353, 3.83976)  0.21
H (-0.96850, -0.82183, 4.71375)  0.24
H (-2.48103, 1.48679, 3.39285)  0.21
H (-3.18140, 0.15965, 4.33191)  0.23
H (-1.27087, 3.32213, 4.52272)  0.21
H (-0.82648, 4.47689, 6.68214)  0.19
H (-2.23736, 1.33471, 8.85315)  0.19
H (-2.75320, 0.01484, 6.80231)  0.22
H (-2.09752, -0.49001, -0.40408)  0.18
H (-1.79988, -1.99131, 0.49979)  0.26
H (0.60090, -1.83139, 0.12076)  0.22
H (-0.21615, -1.76048, -1.43818)  0.23

Output
structure (SMILES): CCOC(=O)C1(Cc2ccc(Cl)cc2)CCN(C(=O)CCc2ccncc2)CC1
multiplicity: 1
lowest unoccupied orbital energy: 0.5 eV

---

no.,electronic energy (hartree)
1,-3124.82270
2,-3410.99696
3,-1688.11527